A single C9H14OS2 molecule at a distorted geometry. Source: the OMol25 dataset; level of theory: ωB97M-V/def2-TZVPD.

The geometry in XYZ format:
```
26
Properties=species:S:1:pos:R:3:nbo_charge:R:1
C -4.0055 0.8806 -0.6043 -0.26
C -3.0586 1.1279 0.4222 -0.26
C -3.9817 -0.4431 -0.9571 -0.39
C -2.2262 0.0745 0.7792 -0.41
C 0.2963 0.8874 -0.9194 -0.71
C 2.7362 -1.2878 -0.6524 -0.62
C 2.6653 0.5614 1.0026 -0.63
C 0.5480 -0.1912 0.1221 -0.09
C 1.9037 -0.6628 0.5744 0.16
O 1.7305 -1.6729 1.5800 -0.71
S -2.7399 -1.3810 -0.1660 0.39
S -0.8827 0.4441 1.7348 0.13
H -4.5320 1.6084 -1.0673 0.22
H -2.9259 1.9804 1.1278 0.23
H -4.4086 -0.9110 -1.8385 0.23
H -0.6495 0.5280 -1.4780 0.24
H 0.0429 1.8667 -0.4477 0.25
H 1.1563 0.8688 -1.6119 0.22
H 2.2732 -0.9681 -1.6252 0.21
H 3.8045 -1.0141 -0.7797 0.22
H 2.7520 -2.3710 -0.6575 0.24
H 2.1129 1.1084 1.8272 0.21
H 2.6888 1.0547 0.0657 0.21
H 3.6530 0.3832 1.4626 0.23
H -0.0520 -1.1833 -0.0999 0.22
H 1.0990 -1.2885 2.2065 0.48
```

Computed properties:
- E_HOMO: -8.08 eV
- Lowest unoccupied orbital energy: 0.16 eV
- Molecular weight: 202.344 g mol⁻¹
- Energy above the lowest of the compared OMol25 structures with the same formula, charge and spin: 233.72 kJ/mol
- Gap between HOMO and LUMO: 8.235 eV
- Total charge: 0
- SMILES: C[C@H](Sc1cccs1)C(C)(C)O